No. 1
Here is a molecular structure, C25H20F5InN4O6S3 from the OMol25 dataset. Energies are from ωB97M-V/def2-TZVPD.

```
64
Properties=species:S:1:pos:R:3:forces:R:3
In 0.84510 -0.02086 0.94884 0.293 -0.464 0.335
O -3.11330 1.04148 -0.21797 0.089 -0.061 0.014
C -2.09101 0.49961 0.19839 -0.020 0.022 0.082
O -0.93932 1.02715 0.29979 -0.041 -0.018 -0.225
C -2.19340 -0.95437 0.64828 0.058 0.002 -0.032
C -3.41234 -1.61645 0.61147 -0.003 0.002 0.023
C -3.46098 -2.93202 1.03286 0.002 -0.001 -0.009
C -2.29589 -3.53494 1.48459 -0.010 -0.008 0.016
C -1.12220 -2.80244 1.48508 0.070 0.071 0.113
N -1.07298 -1.54013 1.06370 -0.209 0.081 -0.093
H -4.27546 -1.07449 0.25406 -0.006 0.002 -0.001
H -4.39457 -3.48237 1.01509 0.004 0.001 0.001
H -2.28776 -4.55896 1.83354 0.000 0.006 0.003
H -0.18220 -3.20544 1.84763 -0.063 0.009 -0.039
O 1.86047 0.75551 4.65535 0.026 0.033 -0.008
S 1.34213 1.29076 3.41731 -0.114 -0.111 -0.181
O 1.05477 2.72806 3.48531 0.055 0.008 0.090
O 0.09688 0.53918 2.95354 -0.062 0.032 0.111
O 2.27525 1.01065 2.24000 -0.022 0.275 0.014
C -0.19359 -0.50312 -2.36439 -0.014 -0.073 0.001
C 1.28339 -0.47561 -2.14425 0.011 -0.096 0.063
C 2.26640 -0.64880 -3.08736 0.055 0.034 -0.009
C 3.51090 -0.51665 -2.41189 -0.033 0.014 -0.007
C 3.22763 -0.27550 -1.08724 -0.020 -0.058 0.046
C 4.20542 -0.00527 0.01276 -0.003 0.022 -0.033
N 1.86049 -0.27256 -0.91067 -0.111 0.228 -0.203
H -0.38986 -0.64305 -3.42920 -0.007 -0.017 0.007
H -0.67228 0.42475 -2.04845 0.012 0.028 -0.015
H -0.67650 -1.32997 -1.83002 0.002 0.058 -0.009
H 2.10075 -0.83058 -4.14021 -0.006 0.003 0.009
H 4.50312 -0.56368 -2.83791 -0.005 0.003 0.002
H 5.18957 0.15932 -0.43152 0.008 -0.025 0.013
H 4.27667 -0.83024 0.72436 -0.019 -0.002 0.011
H 3.93474 0.88059 0.58854 -0.014 -0.003 -0.016
F 3.55072 -6.61803 -1.51556 0.025 -0.063 -0.061
C 3.21181 -5.57751 -0.73382 0.012 0.051 0.050
C 3.91489 -5.31041 0.42608 -0.091 0.048 -0.018
F 4.95307 -6.09531 0.76297 0.074 -0.063 0.021
C 3.54894 -4.25148 1.23192 0.031 -0.032 -0.094
F 4.27879 -4.06785 2.34012 0.019 0.031 0.055
C 2.47937 -3.39132 0.94138 0.167 0.105 0.125
S 2.11944 -2.09209 2.04983 -0.039 -0.240 0.008
C 1.80559 -3.70098 -0.23971 -0.097 -0.071 -0.108
F 0.73279 -2.99717 -0.62039 -0.007 0.040 0.017
C 2.14985 -4.76163 -1.06046 0.015 0.037 0.050
F 1.43515 -5.01812 -2.16573 -0.017 -0.015 -0.059
N -0.25794 3.81923 1.32878 -0.078 0.173 -0.167
C -0.02761 3.64965 0.02549 -0.040 -0.082 0.034
S 1.44413 3.15997 -0.59848 0.049 0.170 -0.056
N -1.06246 3.85763 -0.86374 0.197 -0.004 0.040
C -2.39293 4.22567 -0.69744 -0.153 0.011 -0.027
C -2.88439 5.03133 0.33190 0.023 0.092 -0.029
C -4.23366 5.36126 0.37793 -0.014 0.003 0.003
C -5.11816 4.92439 -0.59252 0.033 -0.011 0.000
C -4.62526 4.14693 -1.63577 -0.017 0.025 -0.029
C -3.29058 3.80759 -1.68955 0.023 -0.043 0.053
H 0.44482 3.47626 1.99395 0.074 -0.065 0.100
H -1.20102 3.68293 1.65063 -0.187 -0.010 0.021
H -0.83275 3.42794 -1.74531 -0.044 0.049 -0.075
H -2.23091 5.45380 1.07884 0.162 -0.115 0.035
H -4.58592 5.98212 1.19337 -0.008 0.001 -0.003
H -6.16854 5.18130 -0.54143 -0.003 -0.003 0.004
H -5.29380 3.78325 -2.40696 0.003 0.003 0.002
H -2.92345 3.17111 -2.48573 -0.014 -0.020 0.033
```
Forces are in eV/Å.

Properties
**Orbital gap**: 6.3 eV
**E_HOMO**: -2.0 eV
**Total charge**: -2
**LUMO level**: 4.27 eV
**Energy above the lowest of the compared OMol25 structures with the same formula, charge and spin**: 1.7 kcal/mol

=====

No. 2
Here is a molecular structure, C25H20FeN2S4 from the OMol25 dataset. Energies are from ωB97M-V/def2-TZVPD.

```
52
Properties=species:S:1:pos:R:3:forces:R:3
Fe -0.09443 -0.84322 0.53340 -0.074 0.021 -0.452
S 1.24320 -2.07733 2.02026 0.020 -0.058 0.033
C 2.70617 -1.14235 1.81140 -0.031 -0.009 -0.001
C 3.97569 -1.70181 2.02125 0.017 -0.003 0.001
C 5.13312 -0.96611 1.84599 -0.002 0.004 0.000
C 5.07928 0.37101 1.46173 -0.007 -0.003 0.003
C 3.83964 0.96011 1.27147 0.016 0.015 -0.005
C 2.68302 0.21190 1.42984 -0.024 -0.039 0.006
S 1.06529 0.93251 1.29277 0.046 -0.004 0.089
C 1.10259 1.80781 -0.30282 -0.038 -0.052 -0.025
C -0.23211 1.63200 -0.97777 -0.008 -0.004 -0.004
C -0.73757 2.58080 -1.85407 0.005 0.033 -0.006
C -1.93397 2.32910 -2.50342 -0.017 -0.030 0.003
C -2.60768 1.14609 -2.24786 0.034 0.062 0.001
C -2.06199 0.25419 -1.33833 -0.075 -0.178 0.046
C -2.74472 -1.02503 -0.94439 0.050 0.036 0.003
S -1.54492 -2.35950 -0.66555 0.201 0.171 0.191
C -0.82274 -2.42206 -2.29318 -0.014 -0.003 0.064
C -1.57022 -2.97538 -3.32958 -0.006 -0.009 -0.020
C -1.06408 -3.04097 -4.61451 0.020 0.013 0.018
C 0.22513 -2.55903 -4.84360 -0.025 -0.016 -0.024
C 0.97425 -2.02928 -3.81509 0.030 0.019 0.046
C 0.48140 -1.93821 -2.49567 -0.057 -0.032 -0.068
S 1.48286 -1.30852 -1.22783 0.053 0.027 0.019
N -0.89766 0.49629 -0.73269 0.078 0.050 0.037
H 4.03014 -2.74620 2.30181 -0.005 0.000 0.000
H 6.09425 -1.44278 2.00125 0.000 0.000 -0.001
H 5.98617 0.94470 1.31993 0.001 0.001 0.000
H 3.76977 2.00745 0.99840 -0.006 -0.001 0.000
H 1.86281 1.31982 -0.91748 0.002 0.007 0.006
H 1.33352 2.86475 -0.17577 -0.002 0.008 -0.007
H -0.18655 3.49504 -2.02919 -0.001 -0.001 0.003
H -2.33830 3.04820 -3.20462 0.005 0.005 0.003
H -3.54378 0.91394 -2.73698 -0.002 -0.011 0.002
H -3.48955 -1.32179 -1.68152 -0.011 0.008 0.003
H -3.20317 -0.89304 0.03972 -0.034 -0.008 -0.019
H -2.56013 -3.36233 -3.11251 0.001 0.002 0.005
H -1.65150 -3.46687 -5.41756 0.001 -0.001 -0.003
H 0.64772 -2.60347 -5.84110 0.003 0.002 0.002
H 1.97594 -1.66203 -4.00187 -0.002 -0.003 -0.007
N -1.54498 -0.64530 1.74536 -0.182 -0.056 0.091
C -1.69702 0.34104 2.64720 0.055 -0.001 -0.066
C -1.18184 0.24537 3.96431 -0.023 0.034 0.022
C -1.36163 1.26996 4.87264 0.006 -0.013 0.003
C -2.04704 2.43637 4.53551 0.002 0.002 -0.005
C -2.55274 2.54928 3.24595 -0.005 -0.006 -0.003
C -2.39005 1.53351 2.31873 0.004 0.034 0.034
H -0.62351 -0.64357 4.22869 0.000 -0.006 -0.011
H -0.94708 1.16233 5.86975 -0.001 0.002 -0.001
H -2.17814 3.23328 5.25639 0.001 0.000 0.001
H -3.08763 3.44754 2.95365 0.001 0.000 0.000
H -2.79521 1.64177 1.31756 0.002 -0.010 -0.005
```
Forces are in eV/Å.

Properties
**Orbital gap (spin up / spin down)**: 6.4 / 6.1 eV
**E_HOMO (spin up / spin down)**: -3.8 / -3.6 eV
**Total charge**: -1
**LUMO level (spin up / spin down)**: 2.56 / 2.56 eV
**Spin multiplicity**: 2
**<S²>**: 0.7649

=====

No. 3
Here is a molecular structure, C25H20N3Rh at a distorted geometry from the OMol25 dataset. Energies are from ωB97M-V/def2-TZVPD.

```
49
Properties=species:S:1:pos:R:3:forces:R:3
Rh 0.33795 0.48803 -0.35715 -2.032 -1.027 -1.835
C 1.54995 -2.95190 -2.84079 -0.057 -0.022 0.045
C 1.57629 -1.90728 -1.91006 0.231 0.160 0.190
N 0.47448 -1.36125 -1.42328 0.930 1.056 0.836
C -0.73022 -1.82676 -1.81440 -0.792 0.197 0.137
C -0.84870 -2.84989 -2.76096 -0.295 -0.350 -0.360
C 0.33745 -3.40561 -3.28298 0.007 0.002 -0.038
C -2.14205 -3.31414 -3.10925 -0.108 0.028 0.043
C -3.24718 -2.79895 -2.47785 0.433 -0.287 -0.276
C -3.12067 -1.79947 -1.50895 0.350 0.450 0.391
C -1.87242 -1.26493 -1.18607 -0.732 -0.761 -0.637
N -1.58952 -0.30822 -0.25709 2.208 1.246 0.317
C -2.39924 0.29052 0.67290 -0.693 0.341 0.200
C -3.78855 0.35571 0.69171 0.422 -0.048 -0.389
C -4.46954 0.85960 1.80635 0.092 0.141 0.379
C -3.78707 1.33978 2.89360 -0.071 -0.002 0.012
C -2.36940 1.36448 2.88539 -0.378 0.021 0.277
C -1.59337 1.89096 3.93829 -0.107 0.027 0.031
C -0.22834 1.88731 3.84150 0.157 0.048 -0.108
C 0.36128 1.37277 2.68032 0.012 -0.067 0.145
N -0.35066 0.89422 1.67219 1.017 -0.132 0.164
C -1.69398 0.86140 1.76966 -0.371 -0.260 -0.325
H 2.47749 -3.37754 -3.19606 0.012 0.054 0.035
H 2.51698 -1.51041 -1.55234 0.010 0.019 -0.001
H 0.27507 -4.19691 -4.01971 0.003 -0.002 0.016
H -2.24430 -4.09743 -3.85030 0.046 0.020 0.054
H -4.23267 -3.17554 -2.71652 0.022 0.000 0.013
H -4.01064 -1.48204 -0.99028 0.107 -0.062 -0.128
H -4.36919 0.04319 -0.16174 0.033 0.073 0.103
H -5.55126 0.87128 1.79728 0.027 0.004 0.000
H -4.32001 1.72423 3.75500 0.047 0.036 -0.058
H -2.08456 2.29724 4.81491 0.000 -0.059 -0.014
H 0.39648 2.27009 4.63649 0.009 -0.006 -0.044
H 1.43649 1.34795 2.57296 0.078 -0.056 0.013
C 2.09120 3.87246 0.91123 -0.102 -0.208 -0.077
C 1.52995 3.05210 -0.21445 0.413 0.068 0.368
C 2.35714 2.18678 -0.95197 0.156 -0.250 0.092
C 1.87385 1.51949 -2.07889 0.248 -0.130 0.431
C 0.52891 1.64482 -2.45001 -0.499 -0.310 0.178
C -0.31522 2.46045 -1.68425 -0.043 0.602 -0.089
C 0.18988 3.16627 -0.58961 -0.613 -0.111 -0.187
H 2.52178 4.78954 0.50203 -0.003 0.024 -0.046
H 2.89338 3.35014 1.43325 -0.020 -0.001 -0.037
H 1.32034 4.16400 1.62384 0.000 -0.019 -0.033
H 3.40574 2.10817 -0.69079 -0.039 -0.068 0.016
H 2.54629 0.93314 -2.69106 0.003 -0.093 0.072
H 0.16555 1.19126 -3.36105 -0.035 -0.142 0.039
H -1.34376 2.60158 -1.98834 -0.042 -0.077 0.060
H -0.45856 3.83723 -0.03979 -0.040 -0.063 0.021
```
Forces are in eV/Å.

Properties
**Orbital gap (spin up / spin down)**: 4.5 / 4.5 eV
**E_HOMO (spin up / spin down)**: -13.3 / -13.3 eV
**Total charge**: +2
**LUMO level (spin up / spin down)**: -8.79 / -8.76 eV
**Energy above the lowest of the compared OMol25 structures with the same formula, charge and spin**: 43.5 kcal/mol

=====

No. 4
Here is a molecular structure, C25H20N7O2SY from the OMol25 dataset. Energies are from ωB97M-V/def2-TZVPD.

```
56
Properties=species:S:1:pos:R:3:forces:R:3
Y -0.04512 -0.12880 0.49130 0.108 -0.264 -0.246
C -1.31862 -4.54037 0.49575 -0.011 -0.032 -0.027
C -0.13822 -5.16897 0.85332 0.006 0.078 -0.021
C 1.05159 -4.45806 0.78933 -0.036 0.016 -0.041
C 1.02937 -3.13888 0.36696 -0.035 -0.122 0.013
N -0.12627 -2.51819 0.05261 0.073 -0.012 0.075
C -1.26650 -3.21255 0.11705 0.010 -0.019 0.026
C 2.26920 -2.33030 0.22480 0.183 0.034 -0.058
C 3.54202 -2.88184 0.24088 -0.055 0.014 0.011
C 4.63025 -2.04501 0.06036 -0.019 0.005 0.000
C 4.43406 -0.69057 -0.15351 -0.053 0.036 0.003
C 3.13645 -0.20164 -0.17045 0.094 -0.153 0.005
N 2.09132 -1.01632 0.02921 0.120 -0.080 -0.093
C 2.79434 1.22076 -0.43046 0.018 0.165 -0.070
C 3.74632 2.17353 -0.75379 -0.028 -0.033 0.029
C 3.34509 3.47667 -1.01043 -0.055 -0.028 0.014
C 2.00045 3.79727 -0.93581 0.023 0.009 -0.006
C 1.10689 2.79705 -0.60321 0.002 0.004 0.030
N 1.48429 1.53646 -0.36052 0.052 -0.025 0.004
H -2.26454 -5.06127 0.52076 -0.009 0.014 0.000
H -0.13984 -6.19982 1.17995 0.005 -0.004 0.000
H 1.97802 -4.93227 1.07524 0.007 0.003 -0.006
H -2.17497 -2.67899 -0.13699 -0.006 -0.002 0.014
H 3.69181 -3.94202 0.37410 -0.007 -0.004 0.001
H 5.63256 -2.45093 0.07213 0.004 0.000 -0.001
H 5.28250 -0.04192 -0.30613 -0.006 0.013 0.000
H 4.79227 1.91484 -0.81309 0.001 -0.012 0.000
H 4.07758 4.22978 -1.26664 0.005 0.002 -0.001
H 1.64730 4.79953 -1.12888 -0.013 -0.001 0.005
H 0.04678 3.00673 -0.52226 0.002 0.002 0.008
N -1.91491 0.22578 8.79594 -0.011 -0.018 0.020
C -1.55601 0.12988 7.50099 0.012 0.002 -0.115
C -0.37988 0.75737 7.03455 0.020 0.017 0.041
C -0.01328 0.66954 5.71770 0.032 0.021 -0.015
C -0.81732 -0.05377 4.83319 0.046 -0.050 -0.434
C -1.98515 -0.68003 5.26730 -0.096 -0.042 -0.048
C -2.34986 -0.59373 6.58673 0.033 0.026 0.031
S -0.38223 -0.13235 3.17226 0.075 0.118 0.502
O 1.05169 -0.31875 2.95692 -0.066 -0.005 -0.184
O -1.14840 -1.18050 2.45533 -0.142 -0.014 0.097
N -0.64239 1.18059 2.26928 0.214 0.147 0.444
C -1.92152 1.45576 1.84031 -0.320 0.164 -0.090
N -2.85124 1.91673 2.66086 -0.054 -0.040 -0.060
C -4.02067 2.22324 2.11182 0.043 -0.016 -0.033
C -4.27517 2.08314 0.74890 0.005 -0.013 -0.023
C -3.26579 1.56013 -0.02447 -0.027 0.031 -0.010
N -2.07832 1.22662 0.51005 -0.101 0.071 0.172
H -1.34433 0.71701 9.45993 -0.001 0.001 -0.003
H -2.73541 -0.23881 9.14030 0.003 0.007 0.016
H 0.23828 1.30984 7.72987 0.003 0.002 0.004
H 0.89231 1.14608 5.36610 0.008 0.013 0.028
H -2.58996 -1.23549 4.56317 -0.020 -0.010 0.034
H -3.24982 -1.08407 6.93342 -0.005 -0.004 -0.002
H -4.77983 2.60205 2.78607 -0.019 -0.002 -0.014
H -5.22739 2.36009 0.32345 0.003 -0.006 -0.025
H -3.38855 1.39586 -1.08778 -0.011 -0.001 -0.002
```
Forces are in eV/Å.

Properties
**Orbital gap**: 6.4 eV
**E_HOMO**: -12.8 eV
**Total charge**: +2
**LUMO level**: -6.33 eV
**Energy above the lowest of the compared OMol25 structures with the same formula, charge and spin**: 8.8 kcal/mol

=====

We obtain molar mass values of 778.5; 532.6; 465.4; 571.5 g mol⁻¹ for the records listed above, in that order.